# C29H30BIN2O6Tc

A molecular structure, C29H30BIN2O6Tc in a non-equilibrium geometry (ωB97M-V with the def2-TZVPD basis set, the Open Molecules 2025 dataset).

The HOMO energy (spin up / spin down) is -7.6 / -7.8 eV. The energy comes out at -56804.6476 eV. Its spin multiplicity is 4. The value obtained for the energy above the lowest of the compared OMol25 structures with the same formula, charge and spin is 2.1 kcal per mole.

CARTESIAN COORDINATES (ANGSTROEM)
Tc (-0.20672, -0.31471, 0.12076)
O (-2.07417, -0.84691, 0.51272)
C (-2.54557, -1.86057, 1.18210)
C (-3.94376, -2.03513, 1.24876)
C (-4.49150, -3.11465, 1.89382)
C (-3.67872, -4.07763, 2.51739)
C (-2.32171, -3.91238, 2.49498)
C (-1.72175, -2.81088, 1.84688)
C (-0.30445, -2.67680, 1.93461)
N (0.41486, -1.73624, 1.41933)
C (1.87324, -1.76238, 1.65486)
C (2.57970, -1.14440, 0.44889)
N (1.79728, 0.03813, 0.09318)
C (2.36712, 1.18836, -0.08934)
C (1.70038, 2.44174, -0.09783)
C (2.34931, 3.56828, -0.64060)
C (1.79223, 4.81315, -0.56879)
C (0.57053, 4.97279, 0.10930)
C (-0.06825, 3.90771, 0.68769)
C (0.44502, 2.59196, 0.57892)
O (-0.18755, 1.60281, 1.13092)
H (-4.55656, -1.28466, 0.76292)
H (-5.56947, -3.22112, 1.92580)
H (-4.12136, -4.92917, 3.01617)
H (-1.67996, -4.63707, 2.98620)
H (0.21166, -3.44736, 2.50548)
H (2.21750, -2.78229, 1.82707)
H (2.08452, -1.16064, 2.54075)
H (2.57026, -1.84950, -0.38088)
H (3.60691, -0.88662, 0.70514)
H (3.45527, 1.20984, -0.16450)
H (3.29539, 3.43053, -1.15402)
H (2.28158, 5.66073, -1.02802)
H (0.12721, 5.95978, 0.17864)
H (-1.01007, 4.02460, 1.20886)
C (-0.36341, -5.01172, -1.31119)
C (0.26039, -3.97498, -2.24081)
C (1.37915, -4.60068, -3.05025)
O (0.81456, -2.93828, -1.38996)
B (-0.10394, -1.90664, -1.32173)
O (-1.11931, -2.07692, -2.22438)
C (-0.80222, -3.19843, -3.08243)
C (-0.23729, -2.61604, -4.37308)
C (-2.08063, -3.96513, -3.35953)
H (0.40722, -5.37827, -0.63024)
H (-0.76685, -5.85668, -1.87104)
H (-1.16071, -4.56293, -0.71375)
H (2.04766, -5.14851, -2.38399)
H (1.96078, -3.84322, -3.57381)
H (0.97054, -5.30175, -3.78153)
H (0.66618, -2.03904, -4.16705)
H (-0.97691, -1.93962, -4.80203)
H (-0.00941, -3.39632, -5.10134)
H (-2.59496, -4.22367, -2.43471)
H (-1.86947, -4.87875, -3.92088)
H (-2.74717, -3.34056, -3.95550)
I (-7.56528, 1.69217, -2.21410)
C (-5.46276, 1.70237, -2.19501)
C (-4.78598, 2.89888, -2.37672)
C (-3.39906, 2.89173, -2.37438)
C (-2.70052, 1.70815, -2.16768)
C (-3.39504, 0.51846, -1.99078)
C (-4.78391, 0.50932, -2.01050)
C (-1.19040, 1.75425, -2.18470)
O (-0.62545, 2.60625, -2.84046)
O (-0.55867, 0.85626, -1.47907)
H (-5.33451, 3.81991, -2.52417)
H (-2.83679, 3.80289, -2.53301)
H (-2.84825, -0.40397, -1.86096)
H (-5.32587, -0.41927, -1.88098)

These are the Löwdin partial charges, in e, on atoms 1 to 8: atom 1 (Tc): 1.68, atom 2 (O): -0.19, atom 3 (C): -0.31, atom 4 (C): 0.01, atom 5 (C): -0.06, atom 6 (C): -0.09, atom 7 (C): -0.05, atom 8 (C): -0.14

=====

# C6H6ClN3

2 unconnected molecules or ions with the total composition C6H6ClN3 in a non-equilibrium geometry (ωB97M-V with the def2-TZVPD basis set, the Open Molecules 2025 dataset).

The HOMO energy (spin up / spin down) is -7.8 / -7.8 eV. The energy comes out at -23305.2429 eV. The value obtained for the energy above the lowest of the compared OMol25 structures with the same formula, charge and spin is 127.3 kcal per mole.

CARTESIAN COORDINATES (ANGSTROEM)
C (-1.28681, -2.69556, 0.67099)
C (0.24265, -1.46637, -0.07461)
C (2.03848, -0.32802, -1.31797)
C (-2.48540, 1.18066, 1.37385)
C (0.81095, -0.34665, -0.75843)
C (-2.85528, 0.32541, 0.41954)
N (-0.25917, -3.44259, 0.60403)
N (0.71054, -2.71577, 0.10733)
N (-1.03815, -1.40342, 0.26066)
Cl (-3.63822, -0.06851, -0.92342)
H (-2.22117, -2.92842, 1.16373)
H (2.36685, 0.56360, -1.71486)
H (2.69741, -1.29118, -1.52284)
H (-3.28982, 2.01561, 1.61238)
H (-1.54194, 1.04009, 1.79353)
H (0.09679, 0.50429, -0.82918)

These are the Löwdin partial charges, in e, on atoms 1 to 8: atom 1 (C): -0.29, atom 2 (C): -0.46, atom 3 (C): 0.01, atom 4 (C): 0.02, atom 5 (C): -0.15, atom 6 (C): -0.56, atom 7 (N): -0.03, atom 8 (N): 0.03

=====

# C41H79N3O16S

8 unconnected molecules or ions with the total composition C41H79N3O16S in a non-equilibrium geometry (ωB97M-V with the def2-TZVPD basis set, the Open Molecules 2025 dataset).

The HOMO energy is -8.2 eV. The energy comes out at -91855.4650 eV.

CARTESIAN COORDINATES (ANGSTROEM)
C (12.91552, 2.03912, 18.74045)
C (13.99200, 1.50896, 17.79786)
C (13.53958, 1.71404, 16.29491)
C (14.73424, 1.60166, 15.37693)
C (15.84056, 2.53369, 15.71961)
C (16.47801, 2.31063, 17.15241)
N (15.30357, 2.21308, 18.11199)
O (15.75947, 1.83969, 19.35202)
C (17.32512, 1.05944, 17.07380)
C (17.33507, 3.52323, 17.64169)
C (14.14710, 0.00542, 18.02873)
H (12.97151, 1.63655, 19.75183)
H (11.95510, 1.74373, 18.31804)
H (12.91115, 3.11560, 18.91158)
H (12.64689, 1.11533, 16.11392)
H (13.07994, 2.70090, 16.34919)
H (14.40053, 1.84151, 14.36737)
H (15.16631, 0.60414, 15.29705)
H (15.49485, 3.55189, 15.54116)
H (16.66243, 2.42821, 15.01145)
H (16.87921, 0.20743, 17.58695)
H (17.53426, 0.60197, 16.10680)
H (18.28931, 1.00679, 17.57941)
H (18.28699, 3.57227, 17.11296)
H (16.74178, 4.43262, 17.54621)
H (17.65268, 3.37487, 18.67378)
H (13.19458, -0.45388, 17.76441)
H (14.42119, -0.19672, 19.06416)
H (14.80326, -0.49599, 17.31729)
H (15.63579, 2.67641, 19.80610)
C (2.21786, -6.40470, 13.09149)
C (2.82672, -7.06644, 14.37909)
C (1.66736, -7.73982, 15.21712)
C (1.09123, -9.04956, 14.58250)
C (2.37171, -9.95001, 14.37320)
C (3.62628, -9.40235, 13.62674)
N (3.87500, -8.05309, 14.12380)
O (5.08239, -7.49241, 13.64124)
C (4.84526, -10.36755, 13.96884)
C (3.42007, -9.40349, 12.11205)
C (3.32077, -5.97998, 15.36627)
H (1.30910, -6.87711, 12.71854)
H (2.95514, -6.34146, 12.29116)
H (2.06983, -5.34203, 13.28360)
H (1.97768, -7.97244, 16.23579)
H (0.75541, -7.14684, 15.28663)
H (0.52653, -8.88466, 13.66488)
H (0.44859, -9.54878, 15.30769)
H (1.98525, -10.83482, 13.86735)
H (2.64595, -10.15293, 15.40844)
H (5.65595, -10.24922, 13.24990)
H (5.19578, -10.37400, 15.00093)
H (4.47916, -11.37867, 13.79082)
H (3.26974, -10.40168, 11.70082)
H (2.59788, -8.75244, 11.81500)
H (4.32645, -8.99827, 11.66221)
H (2.50201, -5.30512, 15.61584)
H (4.14785, -5.43832, 14.90729)
H (3.76172, -6.36210, 16.28695)
H (5.75672, -7.85347, 14.22133)
C (10.99112, 0.73132, 8.25138)
C (10.97904, -0.66100, 7.66138)
C (11.23065, -0.52863, 6.12911)
C (12.69020, -0.12168, 5.68465)
C (13.58884, -1.15062, 6.35434)
C (13.40008, -1.43980, 7.88212)
N (11.99062, -1.60443, 8.20299)
O (11.70625, -2.09608, 9.43708)
C (14.17582, -2.77827, 8.12215)
C (14.00616, -0.32122, 8.73032)
C (9.50710, -1.31016, 7.83145)
H (10.91195, 0.86568, 9.33016)
H (10.23673, 1.40094, 7.83832)
H (11.99765, 1.12370, 8.10633)
H (10.98957, -1.46885, 5.63317)
H (10.46889, 0.08750, 5.65141)
H (13.02426, 0.82367, 6.11222)
H (12.67575, -0.06034, 4.59647)
H (14.61587, -0.86622, 6.12536)
H (13.47483, -2.11368, 5.85672)
H (13.85109, -3.56658, 7.44303)
H (15.26119, -2.70722, 8.19322)
H (13.97215, -3.11702, 9.13795)
H (14.22137, 0.60169, 8.19178)
H (13.45608, -0.09611, 9.64401)
H (15.02057, -0.45383, 9.10649)
H (9.44104, -1.53934, 8.89503)
H (9.51623, -2.19671, 7.19736)
H (8.66509, -0.67401, 7.55861)
H (11.44973, -2.99819, 9.23221)
C (7.44797, 7.85457, 15.61695)
S (8.02725, 7.38270, 17.22967)
O (6.75233, 6.80517, 17.86969)
C (8.76447, 5.73079, 16.69305)
H (6.95905, 8.82363, 15.71697)
H (6.70315, 7.25983, 15.08813)
H (8.27323, 7.96716, 14.91383)
H (7.99742, 5.15211, 16.17838)
H (9.06986, 5.19111, 17.58948)
H (9.57704, 5.89597, 15.98557)
C (7.98072, -1.67107, 13.67187)
C (8.19238, -0.22343, 13.16321)
O (7.95710, 0.59074, 14.22219)
C (8.11116, -0.12025, 15.31572)
O (8.05276, 0.35607, 16.45428)
O (8.36839, -1.45047, 15.02085)
H (8.66597, -2.37771, 13.20370)
H (6.96453, -2.05279, 13.57306)
H (7.51382, -0.11406, 12.31723)
H (9.20437, 0.02114, 12.84047)
C (3.49984, 2.77234, 16.39998)
C (3.87120, 3.63294, 15.18912)
O (3.98944, 2.73864, 14.15882)
C (3.73742, 1.51210, 14.58447)
O (3.63137, 0.50572, 13.84912)
O (3.44047, 1.45574, 15.88551)
H (2.54942, 3.15768, 16.76921)
H (4.20349, 2.85688, 17.22813)
H (4.70000, 4.30763, 15.40355)
H (3.04769, 4.31580, 14.98026)
C (2.68699, -0.27812, 9.23500)
C (2.54869, -1.83916, 9.03778)
O (2.15816, -1.89030, 7.67617)
C (2.55270, -0.76673, 7.02866)
O (2.51635, -0.60987, 5.83871)
O (3.03561, 0.11717, 7.96333)
H (3.50435, -0.01655, 9.90701)
H (1.79139, 0.15183, 9.68350)
H (1.87552, -2.20054, 9.81517)
H (3.44810, -2.43035, 9.20996)
C (7.75889, -3.50708, 20.72865)
C (8.76233, -2.30191, 20.63693)
O (9.33668, -2.36923, 21.95048)
C (8.54876, -3.09301, 22.78816)
O (8.75087, -3.34020, 23.95485)
O (7.47074, -3.57633, 22.09347)
H (8.28337, -4.40401, 20.39921)
H (6.79026, -3.33932, 20.25778)
H (8.23686, -1.35142, 20.54450)
H (9.48102, -2.40582, 19.82403)

These are the Löwdin partial charges, in e, on atoms 1 to 8: atom 1 (C): -0.04, atom 2 (C): -0.48, atom 3 (C): -0.12, atom 4 (C): -0.20, atom 5 (C): -0.15, atom 6 (C): -0.45, atom 7 (N): -0.13, atom 8 (O): -0.03

=====

# C2H2N2O2S

2 unconnected molecules or ions with the total composition C2H2N2O2S in a non-equilibrium geometry (ωB97M-V with the def2-TZVPD basis set, the Open Molecules 2025 dataset).

The HOMO energy (spin up / spin down) is -9.6 / -9.6 eV. The energy comes out at -20011.6044 eV. The value obtained for the energy above the lowest of the compared OMol25 structures with the same formula, charge and spin is 109.4 kcal per mole.

CARTESIAN COORDINATES (ANGSTROEM)
C (0.05061, 1.29875, 1.98168)
C (-0.50396, 0.25195, -0.63098)
N (-1.09703, 1.77341, 2.00941)
N (-1.97282, 2.49731, 2.01433)
O (0.28522, -0.94482, 3.24541)
O (-1.34984, 0.13568, 0.22247)
S (1.00939, 0.12144, 2.56025)
H (-0.54814, 0.97848, -1.41944)
H (0.37830, -0.43398, -0.55752)

These are the Löwdin partial charges, in e, on atoms 1 to 8: atom 1 (C): -0.46, atom 2 (C): -0.12, atom 3 (N): -0.18, atom 4 (N): 0.27, atom 5 (O): -0.53, atom 6 (O): -0.06, atom 7 (S): 0.91, atom 8 (H): 0.08

=====

Question: Look up the energy of the second one.
Answer: -23305.2429 eV